Record 1
A structure of composition C20H33B3CaF18N6O6S2 at a distorted geometry, computed with the ωB97M-V functional and the def2-TZVPD basis.

Output
Total charge ... 0
Orbital gap ... 2.80 eV
LUMO energy ... -4.4 eV
Energy above the lowest of the compared OMol25 structures with the same formula, charge and spin ... 335.41 kcal/mol

```
89
Properties=species:S:1:pos:R:3:forces:R:3
Ca -5.3412 1.8534 -4.6333 0.3 0.2 1.0
S 4.5415 -3.1716 6.2524 1.7 0.1 -0.2
S -8.1083 -4.3771 -5.1901 -0.8 1.3 0.3
F -7.3576 -7.0849 -5.4156 -0.1 0.3 -0.3
F -0.9140 -0.2875 -1.2592 1.4 0.4 -0.2
F -8.9429 2.4133 -1.5277 -0.7 -1.6 -1.2
F -2.0942 -0.7032 -3.2567 0.6 0.4 -1.6
F -8.4439 3.1582 0.5185 0.0 0.0 0.7
F -3.1002 -0.0950 -1.4089 -2.1 1.3 0.7
F -1.8491 6.7499 -6.1139 1.1 0.2 -1.1
F -7.4316 3.9784 -1.3120 3.4 1.0 -1.3
F 5.1599 -1.0334 4.6407 -0.8 -0.8 -0.3
F -6.2314 -5.6515 -6.6153 0.4 -0.3 -1.5
F -2.7440 5.3349 -4.6844 0.1 -2.0 1.8
F -9.5189 4.5474 -0.9658 -1.0 0.5 0.1
F -3.9639 5.9264 -6.3968 -1.9 -1.2 -2.2
F -3.5396 7.4622 -4.8839 -0.7 1.2 1.2
F 3.3208 -2.1691 4.0589 0.3 -0.1 -0.8
F -2.1622 -2.1002 -1.5381 -0.2 -3.2 0.7
F -5.8427 -5.8212 -4.5345 -0.5 0.0 0.0
F 3.3040 -0.7818 5.6422 -1.0 1.0 1.1
O -8.8849 -4.3206 -6.4385 1.4 -0.2 0.8
O 5.2893 -2.5401 7.3441 -1.2 0.0 -0.8
O -7.2899 -3.1580 -4.8955 -0.4 -2.0 -0.9
O 5.4019 -3.9961 5.4094 -0.5 0.6 -0.2
O -8.9101 -4.7752 -4.0440 0.7 -0.4 -0.3
O 3.2744 -3.7877 6.5488 -0.5 0.4 0.3
N 6.9854 6.6063 1.7196 -1.3 -1.2 -2.5
N 5.3623 6.2894 0.2046 1.6 -1.0 3.2
N 5.9348 -5.3389 -2.9568 0.3 1.3 -2.3
N 4.8295 -4.7894 -4.8060 3.1 -0.8 0.6
N -5.5309 -0.1914 6.4491 0.1 -3.3 -6.3
N -5.9443 -1.2372 4.4351 -0.8 2.7 3.8
C 6.1371 -5.1052 -4.3167 -4.9 0.4 1.9
C 6.5111 6.9386 0.4737 -0.6 -0.1 0.4
C 5.1551 5.4114 1.2700 0.1 0.5 0.5
C 8.2625 6.9372 2.3473 0.3 1.5 0.8
C -6.6700 -1.9381 3.4277 -1.2 -0.4 -1.6
C 4.0312 -1.7091 5.0827 1.9 -1.0 0.7
C 6.1203 5.6283 2.2413 -0.1 0.5 -1.9
C 4.5947 -5.1276 -2.6094 1.7 -0.7 -0.4
C 3.0565 -4.4455 -6.6292 0.4 0.8 1.1
C 4.5665 -4.3456 -6.2103 -1.0 0.0 -1.1
C -5.7883 0.3468 7.7078 -0.8 1.1 1.4
C 7.0264 -5.5922 -2.0144 -0.8 -0.2 1.0
C -4.3267 -0.4386 5.7778 -0.5 -0.1 -1.3
C -6.4830 -0.6566 5.5400 0.2 -0.4 1.5
C -4.6234 -0.9927 4.5177 1.8 -0.2 1.5
C -8.1236 -2.2949 3.7416 -0.6 -0.5 0.4
C 4.5643 6.3034 -0.9930 0.6 -0.2 -1.2
C 3.9424 -4.8400 -3.7529 -0.3 0.7 -0.9
C 7.9570 7.7004 3.6432 0.9 -0.6 -0.2
C -6.8319 -5.8598 -5.4742 -0.4 1.7 1.9
B -8.5946 3.5361 -0.8241 -1.3 -0.2 1.4
B -2.0288 -0.8295 -1.8640 -0.1 1.4 -0.1
B -3.0380 6.3768 -5.5318 1.1 1.1 0.4
H 7.1650 -6.6724 -1.9705 0.9 0.2 -0.4
H -3.3685 -0.1894 6.2093 -0.1 0.0 -0.1
H 4.7002 5.3557 -1.5140 0.2 0.0 0.0
H -8.8417 -1.4930 3.9133 0.4 0.6 -0.5
H 7.8551 -4.9010 -2.1684 0.2 -0.7 -0.5
H 8.9628 6.1244 2.5399 -0.8 -0.7 -0.3
H -4.0046 -1.3484 3.7072 0.4 0.2 0.3
H -5.2764 -0.1537 8.5298 0.2 -0.1 -0.3
H 2.6458 -5.4119 -6.3367 -0.1 0.1 -0.1
H 2.7774 -4.2046 -7.6549 1.0 -0.6 -0.4
H 5.0318 7.0828 -1.5946 -0.8 0.1 -0.3
H 6.3989 5.1850 3.1859 -0.5 -0.2 -0.1
H 7.0406 -5.1229 -4.9081 -0.1 -0.1 0.3
H -6.1034 -2.8304 3.1616 0.0 0.0 0.2
H 7.6253 8.6974 3.3532 -0.2 -0.1 0.6
H 4.3009 4.7611 1.1525 0.2 -0.2 0.7
H 8.8373 7.6192 1.7208 -0.3 -0.1 -0.4
H -6.8616 0.2191 7.8486 0.1 0.4 0.4
H 6.8717 7.5993 -0.3008 0.7 0.3 0.6
H 2.9090 -4.5574 -3.8894 0.1 -0.2 0.0
H 5.1377 -4.9269 -6.9341 0.2 -0.4 0.5
H 4.9388 -3.3280 -6.3284 -0.2 0.1 0.3
H -7.5341 -0.6806 5.7868 0.1 0.0 -0.1
H 2.5131 -3.6169 -6.1751 -0.2 -0.3 0.8
H -8.5140 -2.8825 2.9108 0.1 0.2 -0.2
H 3.4847 6.3726 -0.8598 0.3 0.7 0.5
H 7.2898 7.1481 4.3049 -0.4 0.3 -0.2
H 8.8911 7.7126 4.2049 0.0 0.6 0.0
H 4.2735 -5.2546 -1.5861 -0.1 0.1 -0.2
H 6.6991 -5.3685 -0.9990 -0.4 0.2 -0.1
H -5.5191 1.4018 7.6565 -0.2 0.0 0.5
H -8.3202 -2.9298 4.6055 0.7 -0.2 0.2
H -6.6813 -1.3184 2.5311 0.1 0.1 -0.1
```
Forces are in eV/Å.

Here are the Mulliken charges for atoms 1 to 2, given in e: atom 1 (Ca): 1.98, atom 2 (S): 1.09

=====

Record 2
A structure of composition C25H39F3N6O8PSSi2 at a distorted geometry, computed with the ωB97M-V functional and the def2-TZVPD basis.

Output
Total charge ... -1
Orbital gap ... 6.19 eV
LUMO energy ... 1.9 eV

```
85
Properties=species:S:1:pos:R:3:forces:R:3
S -0.5003 0.0805 3.3748 1.5 -2.6 1.9
P 1.4283 1.8460 0.8502 1.0 0.6 0.5
Si 2.2919 -1.8218 0.1474 1.3 -1.8 -0.5
Si 0.4004 -0.0622 1.3364 1.3 0.7 -1.2
F -3.1409 0.2513 2.9021 0.7 0.4 -0.5
F -2.4502 0.9931 4.7921 0.4 -0.2 -0.5
F -2.1244 2.2151 3.0612 0.1 -0.7 -0.5
O 1.6007 -1.1546 1.5690 -1.2 0.5 -0.9
O 0.4378 0.6504 4.3199 -0.5 1.6 -0.8
O 0.8162 -4.0934 -0.4084 0.6 0.7 0.4
O -1.8311 1.3676 0.1090 0.7 -0.4 0.3
O 0.7330 -2.5101 -1.9850 0.6 0.5 0.2
O -0.7519 -1.2981 3.7773 -1.3 0.1 -0.9
O 5.0652 -2.0302 -1.6080 -0.4 -0.9 -0.3
O -0.6885 -0.5939 0.1552 -0.6 0.1 1.2
N 6.1481 -0.0219 -2.9373 -0.4 0.7 -0.5
N 1.4542 1.4459 -3.5067 0.1 0.0 -0.7
N -8.1419 0.1660 -2.4067 -0.1 0.0 -0.1
N 3.5790 -2.8865 0.7505 -0.7 0.4 1.0
N 1.8552 6.8379 1.5130 0.7 3.5 -0.5
N -3.9830 -6.1253 4.4034 0.0 0.0 0.0
C -5.4978 -1.5610 -1.3512 0.0 0.2 -0.4
C -1.7955 0.1629 -0.0142 -1.4 0.3 -0.6
C 1.1899 0.5664 -4.1962 -0.1 -0.3 0.0
C 4.6823 -0.0016 -2.9137 0.5 -0.6 0.0
C -8.2920 -0.6779 -3.1694 -0.1 -0.2 -0.2
C 1.1199 -2.9617 -0.8637 -1.4 -0.5 -0.7
C -3.7034 -0.0078 -1.5848 -0.2 0.4 -0.5
C -8.4837 -1.7604 -4.1408 0.1 0.2 0.2
C 0.8548 -0.5819 -5.0412 -0.1 0.1 0.2
C 2.0991 7.9245 1.2220 0.0 0.2 -0.1
C 3.1217 -0.5886 -1.0134 -0.3 -0.2 0.2
C -3.2480 -5.2647 4.5958 0.2 0.2 0.0
C 0.9879 2.3411 -0.8791 -1.3 0.1 0.5
C -2.3105 -4.1621 4.8420 -0.2 -0.2 -0.1
C -3.0856 -0.5248 -0.4375 0.4 -0.4 -0.3
C -4.8882 -2.1006 -0.2133 0.0 0.4 -0.1
C 4.0135 -1.2331 -2.1032 0.3 2.4 -0.2
C 3.5538 -2.8428 3.2989 -0.5 -0.6 -0.1
C -4.9147 -0.5012 -2.0793 0.6 -0.7 1.4
C 0.7925 3.2434 1.9319 -0.1 0.2 -1.5
C -3.6713 -1.5813 0.2573 -0.2 -0.1 -0.3
C -2.1454 0.9440 3.4665 -1.1 0.8 1.8
C 1.6638 4.5345 1.6299 -1.3 -4.1 0.7
C 2.4098 9.3084 0.8461 0.0 -0.2 0.0
C 3.1300 -3.5759 1.9939 0.4 -0.5 -0.1
H 3.3855 -1.7514 -2.8414 0.4 -0.6 0.6
H -3.2104 -1.9829 1.1613 0.0 0.1 -0.3
H -8.9131 -2.6296 -3.6455 0.0 0.0 0.0
H 2.5342 9.9154 1.7412 0.0 0.0 0.0
H 2.6726 -2.7735 3.9604 0.4 0.3 -0.2
H 1.3125 5.2697 2.3154 0.1 -0.5 0.3
H 3.3307 9.3359 0.2661 0.0 0.0 0.0
H 3.7287 0.1217 -0.4175 -0.3 -0.1 -0.3
H 2.0434 -3.7840 1.9474 0.4 0.2 0.3
H 6.5453 0.0832 -2.0147 0.1 -0.3 -0.1
H -6.4590 -1.9592 -1.6836 0.3 0.0 0.2
H -1.2872 -4.5307 4.8055 0.0 0.0 0.0
H 0.3768 -1.3537 -4.4350 0.1 0.0 0.1
H 1.7613 -0.9893 -5.4863 0.0 0.0 0.0
H 3.9684 -1.8487 3.0875 -0.2 -0.3 0.1
H 2.3138 -0.0643 -1.5574 0.5 0.1 0.3
H 0.5774 1.4628 -1.3930 0.3 0.3 0.1
H -2.4985 -3.7299 5.8233 0.0 0.0 0.0
H -9.1560 -1.4326 -4.9318 0.0 0.0 0.0
H 2.7076 4.2237 1.7920 -0.1 0.7 -0.2
H 0.1748 -0.2727 -5.8339 0.0 0.0 0.0
H 4.4003 0.9656 -2.4725 -0.2 -0.4 -0.2
H -5.3786 -0.0524 -2.9559 0.1 -0.2 0.3
H 3.6191 -4.5670 1.9951 -0.3 0.3 0.0
H 0.7972 2.9699 2.9941 0.0 0.0 -0.3
H 1.8138 2.7631 -1.4563 -0.1 -0.3 0.4
H -7.5258 -2.0375 -4.5788 0.0 0.0 0.0
H 4.3042 -3.4554 3.8293 -0.1 0.4 -0.2
H -0.2200 3.4756 1.5507 0.1 -0.2 0.7
H 5.4339 -1.6461 -0.8046 -0.4 0.0 0.0
H 1.5992 9.7194 0.2467 0.0 0.0 0.0
H -2.4343 -3.3902 4.0848 0.1 0.0 0.0
H 1.4532 4.8351 0.6001 0.3 0.0 0.3
H 6.5072 -0.8325 -3.4207 0.0 -0.1 0.4
H 0.1573 3.0726 -0.8454 0.3 -0.2 0.0
H -5.3967 -2.9093 0.3194 0.3 0.3 -0.1
H 3.7739 -3.6086 0.0646 0.0 0.3 -0.1
H 4.3679 -0.0409 -3.9701 -0.1 0.2 0.4
H -3.2304 0.8292 -2.1090 -0.1 -0.3 0.3
```
Forces are in eV/Å.

Here are the Mulliken charges for atoms 1 to 2, given in e: atom 1 (S): 0.78, atom 2 (P): 0.04

=====

Record 3
An isolated molecule of C5H9NO, computed with the ωB97M-V functional and the def2-TZVPD basis.

Output
Total charge ... 0
Orbital gap ... 8.55 eV
LUMO energy ... -0.4 eV
Energy above the lowest of the compared OMol25 structures with the same formula, charge and spin ... 120.89 kcal/mol

```
16
Properties=species:S:1:pos:R:3:forces:R:3
O -1.4540 0.4253 0.0633 0.0 0.0 0.1
N -1.5307 0.4533 2.3857 0.1 0.0 -0.3
C -0.9285 -0.5592 -0.8340 0.1 -0.2 -0.2
C 0.4234 1.0997 1.5262 -0.1 -0.1 0.0
C -0.8759 0.5160 1.2899 0.0 0.1 0.3
C 0.3969 -0.1864 -1.4820 0.0 0.0 0.0
C 1.5708 -0.1464 -0.5141 0.0 -0.2 0.0
H -2.5359 0.5197 2.2087 0.1 0.0 0.0
H -0.8422 -1.5196 -0.3050 0.0 0.1 0.0
H 0.2866 0.7839 -1.9799 0.0 -0.1 0.0
H 1.4477 0.7103 0.1957 0.0 0.0 0.0
H 1.6791 -1.0825 0.0437 0.0 0.1 -0.1
H 2.5150 0.0641 -1.0258 -0.1 0.0 0.1
H 0.9565 0.5162 2.2908 0.0 0.0 -0.1
H 0.5939 -0.9312 -2.2647 0.0 0.1 0.1
H -1.7028 -0.6631 -1.5985 0.1 0.0 0.1
```
Forces are in eV/Å.

Here are the Mulliken charges for atoms 1 to 2, given in e: atom 1 (O): -0.35, atom 2 (N): -0.66

=====

Record 4
A cluster of 2 separate species, C2H3N4O7 in total at a distorted geometry, computed with the ωB97M-V functional and the def2-TZVPD basis.

Output
Total charge ... -1
Orbital gap (spin up / spin down) ... 7.54 / 7.54 eV
LUMO energy (spin up / spin down) ... 2.9 / 2.9 eV
Energy above the lowest of the compared OMol25 structures with the same formula, charge and spin ... 34.43 kcal/mol

```
16
Properties=species:S:1:pos:R:3:forces:R:3
O 1.3573 -2.3602 0.9805 3.2 -1.0 1.0
O -1.3162 1.7980 -0.7226 -0.2 0.3 0.5
O 0.4592 -0.0365 -2.1915 -0.5 1.7 -2.8
O 2.1628 -0.7270 -1.1218 2.9 0.0 0.2
O -0.3959 3.6379 -0.0457 0.0 -0.5 0.5
O -0.7745 -2.3937 1.1639 -1.3 -1.6 1.8
O -1.2702 -1.1800 -0.8652 1.2 -1.0 1.3
N 1.0014 -0.6045 -1.3035 -2.5 -2.1 3.2
N -0.4972 2.4098 -0.0141 -2.5 1.4 -2.6
N 0.3764 1.7205 0.6275 2.8 -1.6 2.4
N 0.2634 -2.0396 0.6348 -1.7 0.3 -0.3
C 0.0573 0.6398 1.2965 0.1 1.4 -1.9
C 0.0282 -1.1130 -0.2937 -1.9 3.0 -3.6
H -0.9717 0.5358 1.6301 0.1 -0.7 0.0
H 0.9342 0.1332 1.6440 0.0 -0.4 0.7
H -1.4144 -0.4202 -1.4192 0.4 0.8 -0.2
```
Forces are in eV/Å.

Here are the Mulliken charges for atoms 1 to 2, given in e: atom 1 (O): -0.66, atom 2 (O): -0.54

=====

Record 5
An isolated molecule of C5H7FO at a distorted geometry, computed with the ωB97M-V functional and the def2-TZVPD basis.

Output
Total charge ... 0
Orbital gap ... 10.79 eV
SMILES ... C[C@H]1C=C(F)CO1
LUMO energy ... 1.1 eV
Energy above the lowest of the compared OMol25 structures with the same formula, charge and spin ... 41.13 kcal/mol

```
14
Properties=species:S:1:pos:R:3:forces:R:3
F -1.0025 -1.5407 -2.3814 -0.1 -0.1 1.0
O 0.5574 1.0567 -0.4259 -0.7 -1.5 -2.8
C 0.4669 0.2415 -1.7265 1.3 -1.6 3.3
C 0.4378 0.1267 0.6565 -0.4 -1.6 -2.1
C -0.1987 0.7927 1.8303 -1.6 -0.1 1.8
C -0.4550 -0.9356 -1.2971 1.5 1.1 -0.4
C -0.5433 -1.1435 0.0093 2.9 3.8 -1.2
H 1.5352 -0.1384 -2.0247 -1.9 0.8 0.5
H 0.1945 1.8285 2.0660 -0.4 -1.2 -0.6
H -0.0325 0.7139 -2.5302 -0.1 1.2 -0.6
H -1.3952 0.8194 1.7675 2.8 0.0 0.0
H 1.5148 -0.2009 0.8286 -1.4 -0.2 0.3
H 0.1013 0.1404 2.7058 -0.7 0.8 -0.6
H -1.1807 -1.7607 0.5219 -1.1 -1.5 1.3
```
Forces are in eV/Å.

Here are the Mulliken charges for atoms 1 to 2, given in e: atom 1 (F): -0.28, atom 2 (O): -0.40